{
  "formula": "C18H27F5O3SSiSn",
  "method": "ωB97M-V/def2-TZVPD",
  "homo_lumo_gap_ev": 8.146,
  "spin_multiplicity": 1,
  "energy_ev": -63383.5505,
  "total_charge": 0,
  "lumo_energy_ev": -0.3,
  "elements": ["Sn", "C", "C", "C", "C", "O", "Si", "S", "O", "C", "C", "C", "C", "O", "C", "C", "C", "C", "H", "H", "H", "H", "H", "H", "H", "H", "H", "H", "H", "H", "H", "H", "H", "H", "H", "H", "H", "H", "H", "H", "H", "H", "H", "H", "H", "F", "C", "C", "C", "F", "C", "F", "C", "F", "C", "F"],
  "coordinates": [[-1.945870, -0.768446, 2.316995], [-0.732694, 2.770936, 2.094448], [0.164269, 1.891979, 1.230856], [0.637072, 2.660889, 0.000489], [1.348961, 1.360111, 2.028950], [-0.645873, 0.749402, 0.842627], [-0.618616, -0.156554, -0.555858], [-1.876562, -1.768454, 0.072879], [0.925348, -0.519841, -0.823245], [1.581050, -1.166373, -1.932860], [1.963509, -0.090149, -2.944308], [0.666140, -2.211352, -2.562290], [2.824194, -1.831615, -1.356570], [-1.160883, 0.648617, -1.846046], [-2.405936, 1.053699, -2.426700], [-2.039449, 1.946762, -3.607958], [-3.209854, 1.840131, -1.396813], [-3.188088, -0.160565, -2.917246], [-0.196332, 3.663052, 2.417467], [-1.058924, 2.221595, 2.980513], [-1.615696, 3.072958, 1.529056], [1.182495, 3.551652, 0.309955], [-0.216180, 2.962300, -0.608488], [1.292725, 2.036205, -0.606338], [1.994391, 2.179357, 2.346154], [1.922156, 0.665319, 1.413121], [0.993988, 0.827788, 2.914251], [1.069889, 0.431954, -3.288047], [2.470441, -0.534300, -3.802138], [2.636287, 0.634101, -2.481571], [-0.216199, -1.733475, -2.994184], [0.337164, -2.922042, -1.802620], [1.189766, -2.753556, -3.349393], [3.467195, -1.086179, -0.887043], [3.379803, -2.327528, -2.153540], [2.539778, -2.567072, -0.603706], [-1.461558, 2.808309, -3.269935], [-2.944399, 2.301428, -4.102271], [-1.442527, 1.387148, -4.329347], [-2.638228, 2.704048, -1.052138], [-3.447643, 1.210428, -0.536461], [-4.140074, 2.193289, -1.842395], [-2.564847, -0.754983, -3.587930], [-4.075029, 0.164650, -3.462154], [-3.490556, -0.791234, -2.083736], [1.252286, -2.039970, 1.428451], [1.079307, -2.149932, 2.756437], [-0.105536, -1.730251, 3.333219], [-0.177884, -1.852711, 4.708643], [-1.305072, -1.461378, 5.344050], [0.844540, -2.361404, 5.486869], [0.726552, -2.463768, 6.812428], [2.013842, -2.768157, 4.866862], [3.018478, -3.250080, 5.588934], [2.134043, -2.663900, 3.491439], [3.264840, -3.052842, 2.898234]],
  "forces_ev_per_angstrom": [[0.429, 0.224, 0.277], [-0.008, -0.176, -0.108], [0.258, 0.353, 0.249], [-0.177, -0.248, -0.024], [-0.123, -0.061, -0.112], [-0.154, -0.028, 0.329], [-0.641, -0.707, 0.213], [0.318, 0.147, -0.453], [0.265, 0.008, -0.152], [0.188, -0.003, -0.099], [-0.076, -0.026, 0.093], [-0.086, 0.110, 0.181], [-0.121, 0.020, -0.002], [0.122, -0.034, -0.232], [-0.210, 0.187, -0.038], [0.015, -0.056, 0.097], [0.085, -0.082, -0.004], [0.196, -0.011, 0.076], [0.012, -0.016, 0.013], [-0.016, 0.048, 0.023], [0.000, 0.030, 0.021], [0.012, -0.007, 0.032], [0.028, 0.050, -0.010], [0.028, 0.048, -0.034], [0.002, 0.014, 0.008], [0.029, 0.018, 0.029], [0.059, 0.032, 0.004], [0.012, 0.006, -0.031], [-0.002, -0.005, -0.002], [-0.004, 0.004, -0.011], [-0.008, -0.033, -0.044], [0.009, -0.029, -0.037], [0.013, 0.025, -0.020], [0.007, -0.005, 0.001], [0.038, -0.007, 0.025], [0.048, 0.004, -0.048], [0.002, -0.008, -0.005], [0.012, 0.020, -0.019], [0.000, 0.011, -0.002], [-0.021, 0.006, 0.002], [-0.027, 0.005, -0.011], [-0.031, 0.009, 0.043], [-0.027, 0.010, -0.033], [-0.005, -0.007, 0.012], [-0.039, -0.014, 0.024], [0.048, -0.083, 0.176], [-0.149, 0.058, -0.014], [-0.235, 0.185, -0.233], [-0.105, 0.020, -0.223], [0.023, -0.013, 0.083], [0.041, -0.012, 0.028], [0.002, -0.001, 0.048], [-0.146, 0.080, -0.067], [0.100, -0.070, 0.075], [-0.055, 0.029, -0.057], [0.068, -0.018, -0.034]]
}

=====

{
  "formula": "C41H82BrFN3O8S",
  "method": "ωB97M-V/def2-TZVPD",
  "homo_lumo_gap_ev": 7.400,
  "spin_multiplicity": 1,
  "energy_ev": -148269.1474,
  "total_charge": 1,
  "lumo_energy_ev": -3.6,
  "elements": ["C", "O", "C", "C", "C", "C", "C", "C", "C", "C", "C", "C", "C", "C", "C", "C", "C", "C", "C", "F", "N", "C", "C", "N", "Br", "C", "C", "C", "C", "S", "O", "O", "O", "N", "C", "H", "H", "H", "H", "H", "H", "H", "H", "H", "H", "H", "H", "H", "H", "H", "H", "H", "H", "H", "H", "H", "H", "H", "H", "H", "H", "H", "H", "H", "H", "H", "H", "H", "H", "H", "H", "H", "H", "H", "H", "H", "H", "H", "H", "H", "H", "H", "H", "H", "H", "C", "C", "C", "O", "C", "H", "H", "H", "H", "H", "H", "H", "H", "C", "C", "C", "O", "C", "H", "H", "H", "H", "H", "H", "H", "H", "C", "C", "C", "O", "C", "H", "H", "H", "H", "H", "H", "H", "H", "C", "C", "C", "O", "C", "H", "H", "H", "H", "H", "H", "H", "H"],
  "coordinates": [[2.846446, -2.561060, 3.022187], [2.718708, -1.883032, 4.322430], [3.352901, -0.553128, 4.322453], [4.754944, -0.454264, 3.478485], [5.564728, 0.952239, 3.845319], [5.366186, 2.133306, 2.723926], [5.926962, 1.710269, 1.210320], [5.045949, 2.441568, 0.037080], [4.420472, 1.397630, -1.089491], [3.268725, 2.150536, -2.038944], [2.526257, 1.087427, -3.043499], [0.864697, 1.051479, -2.855707], [0.459636, -0.534313, -2.774129], [-1.017328, -0.844648, -2.131748], [-1.442105, 0.110160, -0.869322], [-2.694583, -0.348935, 0.113726], [-3.213599, -1.902992, 0.084492], [-4.885526, -1.937961, 0.092837], [-5.534081, -1.697427, 1.579212], [-5.535404, -0.262644, 1.984741], [-2.567514, 0.386850, 1.418385], [-2.356195, -0.404541, 2.687612], [-1.281279, 1.215753, 1.202229], [-0.999405, 2.447631, 1.803324], [0.655380, 3.245412, 1.367136], [-2.047577, 3.095041, 2.732992], [-2.370374, 4.660655, 2.356166], [-2.908027, 5.566512, 3.635339], [-1.877110, 5.606693, 4.909960], [-0.104929, 6.043451, 4.485209], [0.455149, 6.916510, 5.673468], [0.025429, 6.948064, 3.207931], [0.859693, 4.638074, 4.437008], [-0.430023, 0.468476, 0.197893], [0.489823, -0.617632, 0.704320], [2.752860, -1.833200, 2.105517], [3.864918, -3.173202, 3.024269], [1.951679, -3.342498, 2.930414], [2.612244, 0.303358, 3.945676], [3.599463, -0.290953, 5.440645], [4.510793, -0.421816, 2.328693], [5.507875, -1.327091, 3.761302], [6.706065, 0.742293, 4.115583], [5.075758, 1.358574, 4.848610], [4.231752, 2.412256, 2.653560], [5.944177, 3.082115, 3.108500], [7.027965, 2.168668, 1.163478], [6.059166, 0.553229, 1.084821], [4.171186, 3.022378, 0.553949], [5.741972, 3.258338, -0.480327], [5.348267, 1.048967, -1.743465], [3.993811, 0.399064, -0.595329], [3.881411, 2.894438, -2.730852], [2.489192, 2.729492, -1.383116], [2.780424, 1.243904, -4.191972], [2.966526, 0.012297, -2.769066], [0.647680, 1.674760, -1.889656], [0.427003, 1.631610, -3.772648], [1.245706, -1.216677, -2.227287], [0.426804, -0.927162, -3.900971], [-1.880259, -0.718174, -2.946776], [-0.987112, -1.982880, -1.773748], [-1.785201, 1.170596, -1.296467], [-3.600611, 0.220115, -0.416211], [-2.885574, -2.558373, 0.996577], [-2.907827, -2.505482, -0.886936], [-5.205752, -3.032985, -0.257023], [-5.264713, -1.160294, -0.702737], [-4.947827, -2.337350, 2.377859], [-6.645769, -2.088092, 1.595596], [-1.258391, -0.763519, 2.874082], [-3.054655, -1.337878, 2.811201], [-2.624068, 0.319847, 3.597213], [-1.763314, 2.990793, 3.871894], [-3.071821, 2.513492, 2.606951], [-3.269080, 4.654766, 1.576554], [-1.473842, 5.241840, 1.871400], [-3.102106, 6.679544, 3.270398], [-3.944351, 5.137797, 3.998949], [-1.880715, 4.534219, 5.407890], [-2.240015, 6.413382, 5.708339], [1.841068, 4.860902, 4.262345], [0.068517, -1.706869, 0.622032], [0.694814, -0.394837, 1.856570], [1.545642, -0.485960, 0.172144], [5.250033, 0.765417, -8.438361], [5.169636, 2.167361, -7.891712], [4.080051, 2.039080, -6.849605], [4.138992, 0.696291, -6.349036], [4.998877, -0.071063, -7.202849], [6.203004, 0.536156, -8.921853], [4.447346, 0.604932, -9.167933], [6.118132, 2.432380, -7.409844], [4.948269, 2.923025, -8.649660], [3.088734, 2.188112, -7.290564], [4.204455, 2.745595, -6.023879], [5.929238, -0.260579, -6.656456], [4.528232, -1.030629, -7.433968], [-7.079977, 0.271233, -4.829592], [-5.867086, 1.032699, -4.360765], [-5.416924, 0.211058, -3.172531], [-5.790927, -1.147452, -3.440294], [-6.672792, -1.162915, -4.571358], [-7.340057, 0.458961, -5.874387], [-7.944952, 0.531896, -4.208133], [-5.095579, 1.017059, -5.139617], [-6.073783, 2.075005, -4.105053], [-5.928411, 0.524048, -2.256134], [-4.337290, 0.269899, -3.007034], [-6.118916, -1.576960, -5.420959], [-7.528311, -1.811312, -4.363130], [-1.730952, -6.223729, -3.117871], [-0.329442, -5.904818, -3.570418], [-0.034812, -4.628242, -2.813326], [-0.775794, -4.691311, -1.586911], [-1.705192, -5.780488, -1.671448], [-2.002476, -7.275714, -3.236546], [-2.450002, -5.617671, -3.681786], [0.354457, -6.697946, -3.245907], [-0.231955, -5.790986, -4.653032], [-0.379867, -3.748851, -3.367377], [1.029985, -4.507000, -2.594308], [-1.341820, -6.580984, -1.017843], [-2.686506, -5.456521, -1.314016], [-0.211391, -2.210668, 6.789619], [-1.019196, -3.476802, 6.666783], [-2.140109, -3.049255, 5.744613], [-1.607236, -2.031482, 4.885944], [-0.333043, -1.621535, 5.401315], [0.825349, -2.378359, 7.092159], [-0.678960, -1.541673, 7.521850], [-0.416322, -4.256033, 6.185720], [-1.378191, -3.864128, 7.623661], [-2.971667, -2.610801, 6.306425], [-2.524613, -3.876251, 5.140712], [0.440121, -2.017023, 4.733602], [-0.269118, -0.529929, 5.401322]],
  "forces_ev_per_angstrom": [[-0.302, -1.134, -0.145], [0.902, 1.150, -1.805], [0.892, 0.845, 0.383], [0.577, 0.682, 0.166], [-0.747, 0.237, 0.751], [0.486, -0.597, 0.015], [0.926, 1.184, 0.623], [0.043, -0.199, -0.132], [0.410, 0.415, -0.003], [1.298, -0.430, -0.776], [-0.012, -0.687, 0.046], [1.928, -0.108, 0.076], [-0.986, 0.111, -0.936], [-0.010, -0.652, 0.481], [-0.807, 0.967, 0.710], [-2.668, -0.001, -2.926], [-1.130, -0.610, 0.385], [0.570, -0.184, 0.224], [-0.310, -0.606, -0.482], [0.187, -2.830, -0.830], [3.228, 1.202, -0.583], [0.047, 0.016, 2.475], [-0.057, -1.498, 0.112], [-1.818, -3.894, -1.379], [-0.852, -0.327, 0.283], [-1.403, 0.837, 0.883], [-0.661, 0.600, -0.357], [0.161, 0.162, -0.376], [-1.705, -1.501, 0.224], [4.434, 7.758, 1.030], [-2.414, -4.165, -3.732], [-1.115, -4.645, 3.583], [-0.611, 1.418, -0.532], [-0.729, 1.719, 0.629], [1.367, 0.441, 1.499], [0.366, -1.319, 1.802], [-2.145, 1.419, -0.353], [1.923, 1.694, 0.371], [1.339, -1.850, 0.530], [-0.589, -0.705, -2.101], [0.655, -0.370, 2.254], [-1.949, 1.592, -0.769], [-2.502, 0.460, -0.906], [1.111, -0.751, -1.950], [1.975, -0.614, 0.153], [-1.187, -1.782, -0.867], [-2.324, -1.175, 0.025], [-0.575, 2.197, 0.182], [1.494, -1.027, -0.978], [-1.690, -1.827, 0.905], [-2.128, 0.682, 1.118], [0.738, 2.252, -0.828], [-1.441, -1.204, 1.684], [1.547, -1.052, -1.193], [-0.378, -0.166, 2.568], [-1.035, 2.243, -0.644], [0.101, -1.457, -1.681], [0.443, -1.391, 1.762], [-1.410, 1.728, -0.909], [0.108, 0.734, 2.475], [1.868, -0.278, 1.894], [-0.291, 2.462, -0.799], [0.820, -2.293, 0.674], [1.736, -1.314, 1.166], [-0.256, 1.331, -1.680], [-0.303, 1.664, 1.963], [0.561, 2.433, 0.831], [0.500, -1.610, 1.682], [-1.037, 1.593, -1.459], [2.173, 1.156, -0.042], [-2.112, 0.555, -0.596], [1.352, 2.123, -0.649], [0.556, -1.642, -1.939], [-0.023, 0.049, -2.483], [2.431, 0.828, -0.025], [2.074, 0.018, 1.565], [-1.572, -1.344, 0.996], [0.533, -2.502, 0.645], [2.176, 0.841, -0.479], [0.290, 2.329, -0.793], [1.321, -1.705, -1.819], [-2.192, 0.204, 0.414], [0.645, 2.110, -0.033], [-0.371, -0.609, -2.422], [-2.377, -0.519, 0.939], [-0.112, -0.325, -0.563], [0.388, 0.538, 0.080], [-0.388, 0.026, 0.176], [0.106, 0.139, -0.223], [0.131, -0.303, 0.331], [-0.127, 0.001, 0.072], [0.124, -0.020, 0.052], [-0.114, 0.027, -0.064], [0.013, -0.079, 0.119], [0.005, 0.113, -0.015], [-0.047, -0.124, 0.014], [0.019, -0.073, -0.076], [-0.021, 0.098, 0.125], [-0.657, 0.075, -0.041], [0.477, 0.428, -0.242], [-0.034, -0.226, 0.318], [0.033, 0.332, -0.012], [0.067, -0.444, -0.197], [0.028, -0.052, 0.142], [0.064, -0.038, -0.119], [-0.059, 0.049, 0.106], [0.045, -0.127, -0.011], [0.031, 0.133, 0.050], [-0.004, -0.107, 0.025], [-0.097, -0.008, -0.032], [0.164, 0.008, 0.064], [-0.619, -0.038, -0.251], [0.544, -0.311, -0.215], [0.128, 0.387, 0.040], [-0.043, -0.006, -0.183], [-0.015, -0.141, 0.451], [0.019, 0.146, 0.044], [0.034, -0.108, 0.064], [-0.041, 0.110, -0.082], [0.009, 0.009, 0.148], [0.071, 0.021, -0.111], [-0.118, 0.041, 0.083], [-0.102, -0.022, -0.012], [0.116, 0.057, 0.041], [0.196, 0.480, 0.461], [0.085, -0.648, 0.003], [-0.473, 0.042, -0.040], [-0.046, -0.155, 0.273], [0.319, -0.065, -0.485], [-0.119, 0.052, -0.095], [0.095, -0.054, -0.054], [-0.091, 0.049, 0.084], [0.019, 0.045, -0.146], [-0.031, -0.098, 0.033], [0.019, 0.143, -0.034], [0.025, 0.142, 0.170], [-0.081, 0.011, -0.055]]
}